This record from the OMol25 dataset describes C40H49ClN9OSn as an isolated structure. The level of theory is wB97M-V/def2-TZVPD.

Summary:
Calculated total energy in Ha: -2795.2473
Frontier orbital gap in eV: 5.77
Total charge: +3
Energy above the lowest of the compared OMol25 structures with the same formula, charge and spin in kJ/mol: 126.83
HOMO in eV: -15.16

Last column: Mulliken charge in e.
CARTESIAN COORDINATES (ANGSTROEM)
1 Sn -1.3087 0.0576 -1.2604  2.6672
2 C -2.5726 0.0486 -5.6975  -2.0059
3 C -2.4373 -0.0108 -4.2148  0.7607
4 N -1.4018 -0.3809 -3.5606  0.2412
5 C -0.1621 -0.7947 -4.2047  -0.7513
6 C 1.0195 -0.2672 -3.4004  -1.1053
7 N 0.8465 -0.4262 -1.9325  -0.3141
8 C 1.2562 -1.7226 -1.3433  0.9159
9 C 0.1384 -2.7440 -1.4416  -0.9527
10 N -1.1173 -2.1609 -0.8917  -0.6137
11 C -1.3448 -2.5176 0.5396  0.7114
12 C -2.3698 -1.5796 1.2368  -1.3401
13 N -2.8459 -0.6085 0.2670  0.2885
14 C -4.0811 -0.2890 0.1329  0.6056
15 C -5.1550 -0.6016 1.1153  -1.7240
16 C -4.4141 0.3200 -1.1931  0.7157
17 C -5.5890 0.9582 -1.5518  -1.0379
18 C -5.7462 1.3258 -2.8853  -0.8806
19 C -4.7624 1.0173 -3.8171  -0.8987
20 C -3.6083 0.3913 -3.3677  0.6932
21 N -3.4638 0.0804 -2.0902  0.1886
22 H -1.8836 -0.6171 -6.2080  0.5284
23 H -2.3803 1.0715 -6.0373  0.3724
24 H -3.5844 -0.2133 -6.0022  0.5334
25 H -0.0703 -0.4086 -5.2182  0.7171
26 H -0.1487 -1.8842 -4.2742  0.2841
27 H 1.1227 0.8028 -3.5832  0.4936
28 H 1.9387 -0.7553 -3.7272  0.4002
29 H 1.4338 0.2825 -1.5046  0.3245
30 H 1.4957 -1.5383 -0.2936  -1.0979
31 H 2.1586 -2.1043 -1.8230  0.6274
32 H 0.4118 -3.6445 -0.8894  0.3737
33 H -0.0486 -3.0393 -2.4718  0.2390
34 H -1.8964 -2.5291 -1.4352  0.4767
35 H -0.3804 -2.4953 1.0469  -1.0659
36 H -1.7059 -3.5447 0.5766  0.7745
37 H -1.9138 -1.0744 2.0817  0.3317
38 H -3.1910 -2.1669 1.6417  0.4942
39 H -4.9608 -0.0810 2.0558  0.3921
40 H -5.1813 -1.6709 1.3354  0.3968
41 H -6.1369 -0.3167 0.7525  0.4782
42 H -6.3637 1.1732 -0.8297  0.5071
43 H -6.6469 1.8361 -3.2003  0.5012
44 H -4.8993 1.2676 -4.8595  0.5026
45 N -1.6476 9.8926 -3.2698  -0.3668
46 C -1.6031 8.7675 -3.0474  -0.2039
47 C -1.5511 7.3586 -2.7677  0.5226
48 C -1.0093 6.9122 -1.5636  -0.7869
49 C -0.9622 5.5580 -1.2950  -0.4297
50 C -1.4568 4.6448 -2.2298  0.3686
51 C -1.9977 5.0983 -3.4358  -0.4260
52 C -2.0451 6.4516 -3.7048  -0.8048
53 C -1.4031 3.2432 -1.9486  0.8558
54 C -1.3559 2.0551 -1.7121  -1.4873
55 H -0.6304 7.6289 -0.8486  0.4874
56 H -0.5463 5.2061 -0.3604  0.4884
57 H -2.3756 4.3893 -4.1604  0.4972
58 H -2.4592 6.8161 -4.6344  0.4800
59 C 3.5034 -0.7243 1.5917  -0.3690
60 C 3.8924 -0.1107 2.9462  2.3367
61 C 4.5284 1.2693 2.7232  -2.0313
62 C 4.9951 -0.9996 3.5426  -2.0867
63 C 2.6628 -0.0094 3.9162  1.2030
64 O 3.0688 0.2751 5.2436  -0.6379
65 C 1.7065 -1.2251 3.9456  0.6482
66 C 2.2038 -2.5904 4.4711  -1.7513
67 C 2.3058 -3.6174 3.3662  -0.2775
68 C 3.4764 -4.2983 3.0566  -0.1703
69 C 3.5371 -5.1851 1.9869  -0.8616
70 C 2.4042 -5.4144 1.2250  0.3182
71 Cl 2.4616 -6.4906 -0.1280  -0.1902
72 C 1.2035 -4.7999 1.5542  -1.1221
73 C 1.1672 -3.9111 2.6151  0.2101
74 C 1.7906 1.2498 3.6506  -2.2296
75 N 1.1390 1.2737 2.3310  0.9905
76 C 0.1445 0.5250 1.8878  -1.2110
77 N -0.0447 0.7397 0.5812  0.5268
78 C 0.8834 1.7200 0.3079  -1.2267
79 N 1.6029 2.0557 1.3373  -0.8555
80 H 4.3611 -0.6648 0.9191  0.7229
81 H 2.6816 -0.1868 1.1087  -0.6249
82 H 3.2295 -1.7783 1.6876  -0.1365
83 H 5.4941 1.1438 2.2325  0.5115
84 H 4.7116 1.7746 3.6728  0.3691
85 H 3.9267 1.9217 2.0923  0.3441
86 H 5.7792 -1.1347 2.7969  0.4635
87 H 4.6447 -1.9878 3.8213  0.2502
88 H 5.4835 -0.5342 4.4020  0.6126
89 H 3.9002 -0.1656 5.4479  0.6339
90 H 1.3126 -1.3954 2.9403  -1.3673
91 H 0.8703 -0.9044 4.5747  0.9743
92 H 1.4890 -2.9557 5.2104  0.3222
93 H 3.1425 -2.4945 5.0129  0.6679
94 H 4.3673 -4.1425 3.6519  0.4897
95 H 4.4585 -5.6988 1.7494  0.4866
96 H 0.3070 -5.0653 1.0057  0.8527
97 H 0.2174 -3.4692 2.9071  0.7505
98 H 2.3894 2.1520 3.7096  0.3662
99 H 1.0201 1.3036 4.4179  0.5253
100 H -0.3859 -0.1476 2.5327  0.9155
101 H 0.9612 2.2301 -0.6393  0.7135